{
  "formula": "C7H7NO4",
  "method": "ωB97M-V/def2-TZVPD",
  "species": ["C", "C", "C", "C", "C", "C", "C", "N", "O", "O", "O", "O", "H", "H", "H", "H", "H", "H", "H"],
  "coordinates": [[-2.235, 1.709, 1.829], [-0.893, 1.632, 1.934], [-2.647, 0.677, 0.999], [-0.508, 0.571, 1.098], [0.714, -0.006, 0.910], [1.948, -1.896, -1.368], [0.805, -1.022, -1.388], [0.879, 0.286, -1.878], [-0.205, 0.869, -2.143], [1.833, -0.071, 1.231], [1.988, 0.821, -2.000], [-1.602, 0.013, 0.565], [-2.742, 2.328, 2.633], [-0.343, 2.128, 2.620], [-3.595, 0.297, 0.687], [2.268, -2.374, -2.379], [1.679, -2.904, -0.770], [2.798, -1.532, -0.846], [-0.141, -1.527, -1.735]],
  "atomic_forces_ev_per_a": [[-3.0, 0.7, 2.0], [0.5, -2.9, -2.7], [-0.3, 1.0, 0.7], [0.3, 2.8, 2.1], [-1.2, -2.3, -0.5], [0.5, -4.2, 0.6], [-1.8, -1.3, -3.2], [-0.3, 1.3, -0.4], [1.1, -0.8, 0.4], [2.2, 0.8, 0.7], [-0.5, -0.4, 0.2], [-0.2, -0.7, -1.0], [-0.2, -0.8, -1.8], [2.0, 1.6, 1.6], [-0.4, 0.1, -0.1], [-0.6, 1.3, 1.3], [0.2, 2.3, -1.1], [0.8, 0.7, 0.1], [0.7, 1.0, 1.1]],
  "lowdin_spin": [0.007, 0.017, -0.014, 0.128, 0.489, 0.078, 0.535, 0.087, 0.149, 0.337, 0.103, 0.018, 0.003, 0.000, -0.001, 0.038, 0.011, 0.005, 0.012],
  "spin_multiplicity": 3,
  "homo_energy_ev": [-6.57, -9.55],
  "e_tot_ha": -626.35061,
  "de_lowest_kj_mol": 423.3,
  "lumo_ev": [-0.201, -2.011]
}